[1]
{
  "formula": "C18H20N4O4",
  "method": "ωB97M-V/def2-TZVPD",
  "total_energy_ha": -1217.93052,
  "e_above_lowest_kcal_mol": 30.5,
  "homo_lumo_gap_ev": 8.973,
  "smiles": "NNC(=O)[C@H](Cc1ccccc1)NC(=O)Nc1ccc2c(c1)OCCO2",
  "molar_mass_g_mol": 356.38,
  "e_lumo_ev": 0.650,
  "species": ["N", "N", "C", "O", "C", "C", "C", "C", "C", "C", "C", "C", "N", "C", "O", "N", "C", "C", "C", "C", "C", "C", "O", "C", "C", "O", "H", "H", "H", "H", "H", "H", "H", "H", "H", "H", "H", "H", "H", "H", "H", "H", "H", "H", "H", "H"],
  "xyz": [[1.107, 2.352, -4.757], [0.755, 2.357, -3.393], [1.672, 2.532, -2.421], [2.865, 2.566, -2.650], [1.058, 2.706, -1.028], [2.098, 2.412, 0.077], [2.114, 0.948, 0.422], [2.743, 0.030, -0.411], [2.692, -1.324, -0.128], [2.014, -1.778, 0.991], [1.391, -0.871, 1.830], [1.435, 0.482, 1.542], [-0.118, 1.874, -0.894], [-1.264, 2.368, -0.339], [-1.527, 3.550, -0.280], [-2.157, 1.419, 0.115], [-1.922, 0.048, 0.300], [-1.445, -0.756, -0.735], [-1.165, -2.088, -0.506], [-1.384, -2.655, 0.741], [-1.942, -1.873, 1.759], [-2.192, -0.528, 1.535], [-2.244, -2.390, 2.990], [-2.234, -3.800, 3.025], [-1.003, -4.336, 2.296], [-1.048, -3.970, 0.935], [1.271, 1.391, -5.062], [1.997, 2.846, -4.839], [-0.230, 2.472, -3.201], [0.722, 3.748, -0.951], [1.854, 2.997, 0.964], [3.073, 2.725, -0.301], [3.276, 0.385, -1.280], [3.185, -2.028, -0.782], [1.977, -2.836, 1.206], [0.865, -1.211, 2.710], [0.941, 1.185, 2.197], [0.086, 0.899, -0.714], [-2.906, 1.821, 0.662], [-1.312, -0.345, -1.724], [-0.773, -2.715, -1.290], [-2.599, 0.058, 2.344], [-3.139, -4.192, 2.541], [-2.229, -4.084, 4.078], [-0.099, -3.924, 2.765], [-0.967, -5.425, 2.324]],
  "lowdin_charge": [0.040, -0.015, -0.451, 0.054, -0.200, -0.072, -0.238, -0.029, -0.072, -0.092, -0.083, -0.042, 0.101, -0.542, 0.064, 0.138, -0.252, -0.033, 0.014, -0.217, -0.209, 0.064, -0.022, -0.143, -0.149, -0.028, 0.084, 0.081, 0.139, 0.158, 0.122, 0.120, 0.111, 0.104, 0.101, 0.104, 0.118, 0.101, 0.152, 0.119, 0.127, 0.132, 0.141, 0.134, 0.132, 0.134]
}

***

[2]
{
  "formula": "C17H11BrN4O2Tl",
  "method": "ωB97M-V/def2-TZVPD",
  "total_energy_ha": -3770.14138,
  "e_above_lowest_kcal_mol": 0.0,
  "homo_lumo_gap_ev": 8.605,
  "molar_mass_g_mol": 587.59,
  "e_lumo_ev": -3.741,
  "total_charge": 1,
  "species": ["Tl", "O", "N", "O", "C", "C", "C", "C", "C", "C", "N", "C", "C", "N", "C", "C", "C", "C", "H", "H", "H", "H", "H", "H", "H", "Br", "C", "C", "C", "N", "C", "C", "H", "H", "H", "H"],
  "xyz": [[0.161, 1.491, 1.750], [2.677, -5.683, -0.082], [2.838, -4.607, -0.603], [3.659, -4.340, -1.444], [1.904, -3.520, -0.201], [0.588, -3.887, -0.093], [-0.423, -2.927, 0.254], [-1.787, -3.227, 0.192], [-2.686, -2.203, 0.336], [-2.185, -0.948, 0.686], [-0.925, -0.601, 0.676], [0.014, -1.591, 0.389], [1.417, -1.211, 0.190], [1.720, 0.125, 0.280], [2.949, 0.468, 0.074], [3.995, -0.420, -0.272], [3.697, -1.747, -0.311], [2.385, -2.209, -0.089], [0.280, -4.962, -0.179], [-2.098, -4.212, -0.092], [-3.732, -2.338, 0.248], [-2.771, -0.140, 1.075], [3.138, 1.521, 0.097], [4.974, 0.035, -0.392], [4.518, -2.500, -0.366], [-4.320, 6.592, -0.529], [-2.961, 5.306, -0.389], [-1.645, 5.630, -0.150], [-0.731, 4.615, 0.085], [-1.070, 3.334, 0.132], [-2.316, 3.031, -0.236], [-3.283, 3.995, -0.444], [-1.271, 6.584, -0.172], [0.266, 4.866, 0.292], [-2.687, 2.008, -0.135], [-4.287, 3.673, -0.581]],
  "lowdin_charge": [0.895, 0.116, -0.353, 0.105, -0.071, 0.090, -0.126, 0.026, -0.003, -0.129, -0.008, -0.116, -0.125, -0.029, -0.136, 0.001, 0.026, -0.074, 0.158, 0.129, 0.110, 0.106, 0.112, 0.125, 0.142, 0.825, -0.683, -0.067, -0.128, -0.064, -0.136, -0.115, 0.090, 0.102, 0.101, 0.105]
}

***

[3]
{
  "formula": "C6H8S",
  "method": "ωB97M-V/def2-TZVPD",
  "total_energy_ha": -631.35452,
  "e_above_lowest_kcal_mol": 148.5,
  "homo_lumo_gap_ev": [7.783, 7.559],
  "molar_mass_g_mol": 112.20,
  "e_lumo_ev": [-0.245, -0.141],
  "species": ["C", "C", "C", "C", "C", "C", "S", "H", "H", "H", "H", "H", "H", "H", "H"],
  "xyz": [[-0.853, 1.860, -0.368], [-1.941, 1.239, 0.315], [0.412, -1.586, 0.617], [1.301, -1.767, -0.553], [0.513, 0.746, -0.756], [0.862, -0.467, -0.127], [1.869, 1.047, 0.300], [-1.074, 2.415, -1.313], [-0.200, 2.486, 0.296], [-2.002, 1.169, 1.466], [-2.697, 0.729, -0.147], [-0.652, -1.831, 0.791], [0.989, -1.765, 1.492], [2.487, -2.132, -0.441], [0.986, -2.142, -1.570]],
  "lowdin_charge": [-0.260, -0.012, -0.127, -0.141, -0.349, -0.739, 0.852, 0.096, 0.060, 0.091, 0.009, 0.126, 0.100, 0.174, 0.119]
}

***

[4]
{
  "formula": "C3H10N2",
  "method": "ωB97M-V/def2-TZVPD",
  "total_energy_ha": -229.74545,
  "e_above_lowest_kcal_mol": 40.0,
  "homo_lumo_gap_ev": 10.263,
  "smiles": "CNCCN",
  "molar_mass_g_mol": 74.13,
  "e_lumo_ev": 1.185,
  "species": ["C", "N", "C", "C", "N", "H", "H", "H", "H", "H", "H", "H", "H", "H", "H"],
  "xyz": [[1.774, -1.547, -0.118], [1.256, -0.314, 0.544], [-0.175, -0.220, 0.087], [-0.950, 1.083, 0.464], [-2.012, 1.374, -0.466], [1.430, -2.462, 0.329], [1.477, -1.741, -1.263], [2.867, -1.462, -0.173], [1.670, 0.473, 0.060], [-0.641, -1.222, 0.278], [-0.107, 0.063, -0.925], [-0.216, 1.952, 0.408], [-1.224, 1.283, 1.613], [-2.470, 2.190, -0.240], [-2.679, 0.548, -0.597]],
  "lowdin_charge": [-0.171, -0.119, -0.250, -0.323, -0.032, 0.054, 0.109, 0.067, 0.083, 0.127, 0.078, 0.112, 0.130, 0.025, 0.111]
}

***

[5]
{
  "formula": "H22O11",
  "method": "ωB97M-V/def2-TZVPD",
  "total_energy_ha": -840.78585,
  "e_above_lowest_kcal_mol": 59.2,
  "homo_lumo_gap_ev": 11.308,
  "smiles": "O.O.O.O.O.O.O.O.O.O.O",
  "molar_mass_g_mol": 198.17,
  "e_lumo_ev": -0.020,
  "species": ["O", "H", "H", "O", "H", "H", "O", "H", "H", "O", "H", "H", "O", "H", "H", "O", "H", "H", "O", "H", "H", "O", "H", "H", "O", "H", "H", "O", "H", "H", "O", "H", "H"],
  "xyz": [[0.508, -7.651, 7.911], [-0.122, -8.247, 7.505], [1.192, -7.540, 7.251], [4.252, -3.022, 5.933], [4.744, -2.288, 5.566], [4.268, -3.689, 5.247], [-1.631, -8.406, 3.184], [-2.307, -8.314, 2.512], [-1.698, -9.317, 3.469], [3.245, -8.057, 11.631], [3.807, -7.483, 11.111], [2.460, -8.173, 11.096], [-1.785, -12.737, 5.231], [-2.530, -13.237, 5.566], [-1.170, -12.702, 5.964], [2.435, -6.711, 3.467], [2.612, -5.998, 2.854], [1.527, -6.960, 3.291], [-0.981, -4.833, 11.677], [-0.373, -5.213, 11.044], [-0.688, -5.170, 12.524], [-3.739, -8.374, 11.307], [-4.185, -7.582, 11.007], [-2.916, -8.060, 11.681], [-4.451, -5.208, 4.323], [-3.620, -5.653, 4.156], [-4.880, -5.173, 3.468], [6.983, -8.057, 4.435], [6.040, -7.999, 4.587], [7.369, -8.032, 5.311], [4.881, -4.296, 9.947], [5.771, -3.973, 10.092], [4.618, -3.908, 9.113]],
  "lowdin_charge": [-0.052, 0.028, 0.027, -0.051, 0.031, 0.026, -0.053, 0.029, 0.030, -0.053, 0.025, 0.023, -0.056, 0.030, 0.028, -0.055, 0.028, 0.024, -0.053, 0.027, 0.028, -0.055, 0.030, 0.023, -0.050, 0.021, 0.027, -0.054, 0.025, 0.028, -0.053, 0.028, 0.021]
}